Entry 1:
{
  "formula": "C5H10O2",
  "method": "ωB97M-V/def2-TZVPD",
  "symbols": ["C", "C", "C", "C", "C", "O", "O", "H", "H", "H", "H", "H", "H", "H", "H", "H", "H"],
  "xyz": [[-0.58984, -0.08260, -1.14469], [0.02219, -0.57408, -2.41117], [0.37469, 0.81693, 2.34699], [0.11054, 0.57170, -0.15756], [-0.43914, 0.57250, 1.12676], [1.43810, 0.91358, -0.27806], [-0.90387, -1.46099, 0.68982], [1.82401, 0.47100, -1.04210], [-0.96016, -2.38244, 0.99772], [-1.66134, -0.13639, -1.05127], [-1.50840, 0.70914, 1.19309], [-0.60379, -1.33364, -2.87535], [0.14335, 0.24710, -3.12785], [1.00780, -1.01796, -2.24202], [-0.11682, 0.39861, 3.22459], [1.37200, 0.39274, 2.23967], [0.49070, 1.89480, 2.51143]],
  "atomic_forces_ev_per_a": [[0.147, 0.794, 0.318], [0.070, 0.037, -0.004], [0.019, -0.115, 0.001], [-0.052, -0.083, -0.809], [-0.339, -0.291, 0.036], [0.101, -0.280, 0.135], [0.200, 0.040, -0.395], [-0.033, 0.027, 0.009], [-0.038, 0.256, 0.591], [0.006, -0.134, 0.164], [0.017, -0.235, 0.045], [0.010, 0.031, 0.024], [-0.007, -0.048, 0.039], [-0.022, 0.013, 0.000], [0.018, 0.012, -0.070], [-0.054, 0.014, 0.003], [-0.043, -0.037, -0.090]],
  "lowdin_charge": [-0.06, -0.07, -0.06, -0.37, -0.06, 0.05, -0.26, 0.09, -0.02, 0.11, 0.12, 0.08, 0.09, 0.08, 0.08, 0.09, 0.10],
  "total_charge": 0,
  "homo_lumo_gap_ha": 0.31125,
  "homo_energy_ev": -8.38,
  "relative_energy_kj_mol": 439.2,
  "e_lumo_ev": 0.09,
  "spin_multiplicity": 1
}

=====

Entry 2:
{
  "formula": "C5H10O2",
  "method": "ωB97M-V/def2-TZVPD",
  "symbols": ["C", "C", "O", "C", "C", "C", "O", "H", "H", "H", "H", "H", "H", "H", "H", "H", "H"],
  "xyz": [[-2.12273, -0.50047, 0.24401], [-1.95554, 0.98065, 0.07022], [-1.03246, 1.62940, 0.50918], [1.18263, -1.70565, -0.30422], [1.83078, -0.58924, -0.63878], [1.68510, -0.18120, 0.80424], [0.98930, -1.45465, 1.04061], [-3.09276, -0.70824, 0.71192], [-2.13987, -0.97668, -0.74460], [-1.30608, -0.91479, 0.84117], [-2.75649, 1.48690, -0.50960], [0.73887, 2.51863, -0.84852], [0.81491, -2.62351, -0.75153], [2.26637, -0.15837, -1.52683], [1.29090, 2.68306, -1.32079], [1.01114, 0.65236, 1.01594], [2.59592, -0.13820, 1.40758]],
  "atomic_forces_ev_per_a": [[0.103, -0.021, 0.054], [0.202, 0.156, 0.116], [-0.476, -0.300, -0.172], [-0.007, -0.107, -0.182], [-0.034, -0.083, -0.042], [0.110, 0.278, 0.179], [0.001, -0.096, 0.013], [0.128, 0.058, -0.060], [-0.008, 0.092, 0.116], [-0.164, 0.063, -0.087], [0.087, -0.018, 0.047], [0.076, 0.037, -0.065], [0.093, 0.144, 0.032], [-0.097, -0.090, 0.141], [-0.031, 0.003, 0.031], [0.134, -0.118, -0.033], [-0.117, 0.002, -0.090]],
  "lowdin_charge": [-0.05, -0.30, -0.01, -0.16, -0.05, -0.16, -0.10, 0.08, 0.09, 0.06, 0.12, 0.02, 0.12, 0.09, 0.04, 0.09, 0.12],
  "total_charge": 0,
  "homo_lumo_gap_ha": 0.36598,
  "homo_energy_ev": -8.90,
  "relative_energy_kj_mol": 423.9,
  "e_lumo_ev": 1.06,
  "spin_multiplicity": 1
}

=====

Entry 3:
{
  "formula": "C5H10O2",
  "method": "ωB97M-V/def2-TZVPD",
  "symbols": ["O", "C", "C", "C", "C", "O", "C", "H", "H", "H", "H", "H", "H", "H", "H", "H", "H"],
  "xyz": [[-1.23699, -0.34752, -2.20739], [0.07778, -0.19697, -1.70494], [-0.02139, 0.34938, -0.29470], [-0.74533, -0.57103, 0.70092], [-0.21396, 0.01114, 1.98886], [1.14011, 0.29680, 1.79269], [1.34379, 0.53114, 0.39080], [-1.17964, -0.70549, -3.10173], [0.61060, -1.16339, -1.67707], [0.67034, 0.49023, -2.33219], [-0.54660, 1.31298, -0.32393], [-1.83120, -0.49710, 0.65953], [-0.45561, -1.61645, 0.52227], [-0.52107, -0.24232, 2.97940], [-0.93540, 1.01836, 2.31895], [2.07833, -0.20426, 0.02873], [1.76624, 1.53450, 0.25979]],
  "atomic_forces_ev_per_a": [[-0.018, -0.107, -0.293], [0.417, 0.040, 0.229], [-0.035, -0.015, 0.008], [-0.170, 0.079, 0.172], [-2.537, 3.378, 0.924], [-0.169, -0.017, 0.152], [0.079, 0.004, -0.001], [-0.080, 0.078, 0.172], [-0.131, 0.133, -0.024], [-0.139, -0.113, 0.086], [0.072, -0.165, -0.009], [0.063, -0.034, -0.182], [0.055, 0.162, 0.224], [1.023, -2.347, 0.606], [1.823, -1.056, -2.082], [-0.134, 0.124, 0.046], [-0.117, -0.144, -0.029]],
  "lowdin_charge": [-0.06, -0.25, -0.29, -0.13, -0.25, -0.11, -0.15, 0.09, 0.13, 0.13, 0.15, 0.12, 0.13, 0.09, 0.16, 0.13, 0.13],
  "smiles": "OC[C@H]1CCOC1",
  "total_charge": 0,
  "homo_lumo_gap_ha": 0.36827,
  "homo_energy_ev": -9.17,
  "relative_energy_kj_mol": 246.9,
  "e_lumo_ev": 0.86,
  "spin_multiplicity": 1
}

=====

Entry 4:
{
  "formula": "C5H10O2",
  "method": "ωB97M-V/def2-TZVPD",
  "symbols": ["C", "C", "C", "O", "C", "C", "O", "H", "H", "H", "H", "H", "H", "H", "H", "H", "H"],
  "xyz": [[1.20385, 0.07439, 2.14099], [0.30351, -0.60347, 1.12564], [-0.01249, 0.35273, -0.02458], [1.13093, 0.74589, -0.74565], [-1.02361, -0.29893, -0.96615], [-0.74031, -0.81331, -2.33328], [0.36461, -0.85868, -2.80344], [1.41525, -0.61139, 2.96341], [2.14693, 0.37751, 1.67499], [0.71855, 0.97024, 2.55301], [0.77717, -1.49464, 0.69395], [-0.65317, -0.90046, 1.59663], [-0.47504, 1.25037, 0.45146], [0.71044, 1.20988, -1.59120], [-1.49952, 0.93466, -1.51917], [-1.73581, -1.06868, -0.57380], [-1.68812, -1.01002, -2.93356]],
  "atomic_forces_ev_per_a": [[0.135, -0.093, 0.190], [0.218, 0.274, -0.367], [-0.469, -0.901, 0.658], [-1.364, 1.704, -2.209], [-2.124, 3.311, -1.669], [0.839, 0.476, -0.268], [-0.255, -0.556, -0.801], [0.110, 0.144, 0.042], [-0.141, -0.050, 0.131], [0.116, -0.192, -0.078], [-0.048, 0.021, 0.203], [0.399, 0.094, -0.264], [0.029, -0.499, -0.358], [1.869, -1.401, 2.472], [0.050, -3.701, 1.593], [-0.136, 1.549, 0.301], [0.771, -0.178, 0.424]],
  "lowdin_charge": [-0.11, -0.22, -0.48, -0.05, -0.10, -0.33, 0.04, 0.07, 0.08, 0.08, 0.13, 0.12, 0.14, 0.15, 0.23, 0.12, 0.13],
  "total_charge": 0,
  "homo_lumo_gap_ha": 0.36456,
  "homo_energy_ev": -9.57,
  "relative_energy_kj_mol": 328.4,
  "e_lumo_ev": 0.35,
  "spin_multiplicity": 1
}

=====

Number 1: E_tot -346.8582 hartree. Number 2: E_tot -346.8640 hartree. Number 3: E_tot -346.9314 hartree. Number 4: E_tot -346.9003 hartree.